(1)
{
  "formula": "C18H22BrNO3",
  "method": "wB97M-V/def2-TZVPD",
  "molar_mass_g_mol": 380.3,
  "e_above_lowest_kj_mol": 0.2,
  "homo_lumo_gap_ev": 9.0341,
  "max_force_ha_per_bohr": 0.0158,
  "smiles": "COc1ccc(CCNC[C@H](O)COc2cccc(Br)c2)cc1",
  "charge": 0,
  "lumo_ev": 0.7,
  "e_homo_ev": -8.37,
  "symbols": ["C", "H", "O", "C", "C", "C", "C", "C", "C", "H", "H", "C", "H", "H", "C", "N", "H", "C", "H", "H", "C", "O", "H", "H", "C", "O", "C", "C", "C", "C", "C", "C", "H", "H", "H", "Br", "H", "H", "H", "H", "H", "H", "H", "H", "H"],
  "positions_angstrom": [[2.901, -5.098, -1.415], [3.887, -4.655, -1.590], [1.941, -4.593, -2.310], [1.683, -3.254, -2.300], [0.740, -2.809, -3.227], [0.405, -1.475, -3.298], [0.991, -0.542, -2.447], [1.933, -0.992, -1.534], [2.282, -2.330, -1.452], [3.019, -2.635, -0.726], [2.407, -0.288, -0.863], [0.595, 0.904, -2.510], [0.659, 1.257, -3.542], [1.281, 1.502, -1.906], [-0.844, 1.155, -2.016], [-1.088, 0.871, -0.618], [-0.344, 1.269, -0.052], [-1.282, -0.523, -0.256], [-1.942, -0.971, -1.003], [-0.359, -1.115, -0.213], [-1.984, -0.566, 1.113], [-3.041, 0.355, 1.138], [-2.777, 1.077, 0.541], [-2.422, -1.560, 1.273], [-0.984, -0.350, 2.274], [-0.136, 0.772, 2.133], [-0.521, 1.995, 2.585], [0.467, 2.980, 2.519], [0.185, 4.256, 2.957], [-1.057, 4.593, 3.469], [-2.028, 3.610, 3.525], [-1.777, 2.321, 3.087], [-2.569, 1.591, 3.113], [-3.006, 3.853, 3.912], [-1.257, 5.596, 3.809], [1.546, 5.587, 2.853], [1.439, 2.724, 2.129], [-1.532, -0.307, 3.221], [-0.305, -1.208, 2.300], [-1.549, 0.564, -2.607], [-1.077, 2.215, -2.170], [-0.321, -1.147, -4.029], [0.288, -3.534, -3.885], [2.608, -4.933, -0.373], [2.949, -6.169, -1.609]]
}



(2)
{
  "formula": "C18H22Cl2MoO2",
  "method": "wB97M-V/def2-TZVPD",
  "molar_mass_g_mol": 437.2,
  "e_above_lowest_kj_mol": 0.0,
  "spin_multiplicity": 3,
  "s2": 2.020,
  "homo_lumo_gap_ev": [4.7449, 5.7445],
  "max_force_ha_per_bohr": 0.0767,
  "charge": -2,
  "lumo_ev": [5.5, 5.5],
  "e_homo_ev": [0.76, -0.25],
  "symbols": ["C", "C", "C", "C", "C", "C", "C", "C", "C", "C", "Mo", "Cl", "Cl", "O", "H", "H", "H", "H", "H", "H", "H", "H", "H", "H", "H", "H", "H", "H", "H", "H", "O", "H", "C", "C", "C", "C", "C", "C", "C", "C", "H", "H", "H", "H", "H"],
  "positions_angstrom": [[1.913, -1.148, -0.209], [2.032, -0.015, 0.675], [1.463, 1.126, 0.022], [2.737, -0.037, 1.982], [0.993, 0.714, -1.276], [1.250, -0.706, -1.419], [0.722, -1.580, -2.460], [2.405, -2.526, 0.049], [1.527, 2.541, 0.480], [0.475, 1.628, -2.330], [-0.229, -0.432, 0.201], [-0.365, 1.115, 2.776], [-0.463, -2.387, 1.556], [-2.444, 0.576, -2.011], [2.431, -0.909, 2.571], [2.499, 0.857, 2.559], [3.826, -0.089, 1.839], [1.409, 2.594, 1.566], [0.728, 3.131, 0.025], [2.489, 2.997, 0.200], [-0.213, 2.380, -1.921], [-0.035, 1.072, -3.126], [1.312, 2.176, -2.786], [0.558, -1.058, -3.407], [-0.521, -1.934, -2.002], [1.276, -2.507, -2.549], [2.447, -2.735, 1.125], [3.415, -2.657, -0.360], [1.753, -3.271, -0.417], [-2.241, -0.189, -2.596], [-1.371, -1.850, -1.244], [-1.336, -2.678, -0.724], [-1.885, 0.385, -0.829], [-2.186, 0.533, 0.440], [-3.312, 0.698, 1.327], [-3.476, 1.874, 2.071], [-4.576, 2.021, 2.911], [-5.518, 0.989, 3.019], [-5.349, -0.196, 2.293], [-4.246, -0.346, 1.452], [-2.700, 2.633, 2.003], [-4.690, 2.941, 3.483], [-6.381, 1.104, 3.676], [-6.074, -1.007, 2.376], [-4.087, -1.264, 0.883]]
}



(3)
{
  "formula": "C18H22ClF2N3O4",
  "method": "wB97M-V/def2-TZVPD",
  "molar_mass_g_mol": 417.8,
  "e_above_lowest_kj_mol": 32.9,
  "homo_lumo_gap_ev": 9.0832,
  "max_force_ha_per_bohr": 0.0085,
  "smiles": "CN(CCCCNC(=O)c1cc2nc(Cl)ccc2o1)C(=O)[C@](C)(O)CC(F)F",
  "charge": 0,
  "lumo_ev": -0.2,
  "e_homo_ev": -9.25,
  "symbols": ["C", "N", "C", "C", "C", "C", "N", "C", "O", "C", "C", "C", "N", "C", "Cl", "C", "C", "C", "O", "C", "O", "C", "C", "O", "C", "C", "F", "F", "H", "H", "H", "H", "H", "H", "H", "H", "H", "H", "H", "H", "H", "H", "H", "H", "H", "H", "H", "H", "H", "H"],
  "positions_angstrom": [[-1.039, 1.226, -1.661], [-1.481, 1.256, -0.274], [-1.001, 0.139, 0.535], [-1.880, -1.100, 0.375], [-1.403, -2.343, 1.150], [0.060, -2.367, 1.577], [0.958, -2.503, 0.438], [2.040, -1.710, 0.251], [2.342, -0.779, 0.971], [2.861, -2.068, -0.942], [2.981, -3.208, -1.661], [3.965, -2.922, -2.668], [4.470, -3.686, -3.645], [5.365, -3.100, -4.396], [6.051, -4.052, -5.682], [5.818, -1.777, -4.256], [5.299, -0.990, -3.249], [4.352, -1.604, -2.450], [3.684, -1.077, -1.395], [-2.133, 2.365, 0.152], [-2.345, 3.313, -0.591], [-2.575, 2.482, 1.631], [-1.382, 3.008, 2.437], [-2.992, 1.203, 2.103], [-3.757, 3.460, 1.670], [-4.134, 3.926, 3.048], [-5.283, 4.651, 2.992], [-4.395, 2.850, 3.882], [-1.589, 1.965, -2.232], [0.030, 1.448, -1.725], [-1.214, 0.236, -2.082], [0.023, -0.058, 0.218], [-0.959, 0.429, 1.579], [-2.890, -0.840, 0.686], [-1.933, -1.338, -0.691], [-1.985, -2.428, 2.072], [-1.628, -3.249, 0.579], [0.348, -1.456, 2.097], [0.223, -3.199, 2.266], [0.751, -3.203, -0.254], [2.476, -4.144, -1.497], [6.564, -1.397, -4.937], [5.613, 0.033, -3.096], [-1.125, 4.018, 2.116], [-1.619, 3.020, 3.502], [-0.505, 2.376, 2.299], [-3.498, 1.342, 2.912], [-3.518, 4.337, 1.072], [-4.629, 2.982, 1.220], [-3.382, 4.533, 3.552]]
}



(4)
{
  "formula": "C18H22ClN3O4S",
  "method": "wB97M-V/def2-TZVPD",
  "molar_mass_g_mol": 411.9,
  "e_above_lowest_kj_mol": 10.3,
  "homo_lumo_gap_ev": 9.0686,
  "max_force_ha_per_bohr": 0.0270,
  "smiles": "Cc1ccc(Cl)cc1NC(=O)[C@@H]1CCCN(S(=O)(=O)c2c(C)noc2C)C1",
  "charge": 0,
  "lumo_ev": 0.4,
  "e_homo_ev": -8.63,
  "symbols": ["C", "C", "C", "C", "C", "C", "C", "N", "C", "O", "C", "C", "N", "S", "O", "O", "C", "C", "O", "N", "C", "C", "H", "H", "H", "C", "H", "H", "H", "C", "C", "C", "H", "H", "H", "H", "H", "H", "H", "H", "H", "H", "H", "Cl", "H", "H", "H", "H", "H"],
  "positions_angstrom": [[1.455, 1.285, -3.092], [2.529, 0.444, -2.484], [3.503, -0.150, -3.278], [4.467, -0.990, -2.752], [4.453, -1.256, -1.394], [3.510, -0.671, -0.571], [2.563, 0.192, -1.111], [1.623, 0.761, -0.222], [1.395, 2.085, -0.092], [2.016, 2.933, -0.700], [0.295, 2.500, 0.890], [-1.093, 1.945, 0.521], [-1.360, 0.615, 1.014], [-1.127, -0.706, 0.039], [-0.037, -1.512, 0.525], [-1.093, -0.255, -1.320], [-2.635, -1.580, 0.305], [-3.843, -1.259, -0.263], [-4.757, -2.138, 0.154], [-4.178, -3.041, 0.985], [-2.913, -2.735, 1.093], [-1.968, -3.511, 1.930], [-0.950, -3.320, 1.602], [-2.069, -3.217, 2.974], [-2.199, -4.570, 1.858], [-4.227, -0.169, -1.183], [-3.363, 0.105, -1.783], [-5.047, -0.493, -1.819], [-4.553, 0.702, -0.616], [-1.108, 0.417, 2.424], [0.327, 0.783, 2.800], [0.633, 2.215, 2.363], [1.686, 2.443, 2.539], [0.039, 2.894, 2.981], [1.012, 0.071, 2.340], [0.446, 0.702, 3.882], [-1.310, -0.632, 2.643], [-1.816, 1.038, 2.983], [-1.213, 1.908, -0.562], [-1.861, 2.607, 0.939], [0.245, 3.589, 0.769], [1.135, 0.089, 0.351], [3.506, -0.880, 0.488], [5.629, -2.327, -0.714], [5.212, -1.443, -3.388], [3.498, 0.040, -4.341], [1.466, 1.197, -4.175], [1.599, 2.330, -2.818], [0.483, 0.966, -2.716]]
}



(5)
{
  "formula": "C18H22CuN4P2S2",
  "method": "wB97M-V/def2-TZVPD",
  "molar_mass_g_mol": 484.0,
  "spin_multiplicity": 2,
  "s2": 0.756,
  "homo_lumo_gap_ev": [7.9047, 5.7117],
  "max_force_ha_per_bohr": 0.0232,
  "charge": 0,
  "lumo_ev": [0.2, -1.9],
  "e_homo_ev": [-7.70, -7.64],
  "symbols": ["Cu", "C", "P", "C", "C", "C", "C", "C", "C", "C", "P", "C", "C", "H", "H", "H", "H", "H", "H", "H", "H", "H", "H", "H", "H", "H", "H", "H", "H", "S", "C", "S", "C", "C", "N", "C", "N", "C", "C", "N", "C", "C", "N", "H", "H", "H", "H", "H", "H"],
  "positions_angstrom": [[-0.015, -0.364, 0.167], [-0.846, 3.855, -2.280], [-0.931, 2.450, -1.082], [-2.602, 1.808, -1.534], [-1.387, 3.324, 0.465], [-2.364, 4.301, 0.578], [-2.693, 4.820, 1.819], [-2.068, 4.340, 2.958], [-1.085, 3.367, 2.859], [-0.725, 2.874, 1.611], [0.529, 1.591, 1.328], [1.140, 1.213, 3.007], [1.948, 2.548, 0.678], [-1.752, 4.460, -2.262], [-0.711, 3.438, -3.279], [0.014, 4.477, -2.034], [-3.345, 2.603, -1.490], [-2.877, 1.010, -0.845], [-2.550, 1.410, -2.547], [-2.876, 4.668, -0.298], [-3.448, 5.586, 1.900], [-2.356, 4.722, 3.927], [-0.622, 2.991, 3.760], [0.340, 0.757, 3.590], [1.526, 2.100, 3.509], [1.939, 0.479, 2.892], [2.172, 3.388, 1.336], [1.729, 2.908, -0.328], [2.800, 1.866, 0.642], [1.779, -1.720, 0.186], [0.888, -2.600, 1.358], [-0.551, -1.792, 1.843], [1.274, -3.829, 1.839], [2.395, -4.477, 1.297], [3.302, -5.007, 0.831], [0.596, -4.481, 2.877], [0.077, -5.022, 3.749], [-2.628, -2.482, -0.934], [-1.807, -1.745, -1.920], [-0.788, -0.952, -1.648], [-0.275, -0.515, -2.836], [-1.010, -1.046, -3.850], [-1.976, -1.815, -3.256], [-2.281, -2.251, 0.071], [-2.544, -3.556, -1.092], [-3.677, -2.208, -1.014], [0.581, 0.132, -2.862], [-0.925, -0.948, -4.912], [-2.695, -2.340, -3.727]]
}